--- 1 ---
Formula: C4H3NO2
Source: the OMol25 dataset
Level of theory: wB97M-V/def2-TZVPD

Output
HOMO level ... -9.33 eV
Multiplicity ... 1
Kohn-Sham gap ... 9.5 eV
Structure (SMILES) ... N=C=C=C=O.C=O

Cartesian coordinates (Å):
C -1.2699 1.1827 -0.5881
O 2.1350 0.3788 3.1310
H -0.6304 1.6749 0.1570
H -2.3442 1.6119 -0.7184
C 0.9961 -0.8801 1.4410
O -0.9960 0.2617 -1.2674
C 1.5859 -0.3365 2.3939
N -0.0836 -2.1177 -0.3553
C 0.4748 -1.4434 0.4731
H -0.4177 -1.7280 -1.2317

--- 2 ---
Formula: C4H3NO2
Source: the OMol25 dataset
Level of theory: wB97M-V/def2-TZVPD

Output
HOMO level ... -10.39 eV
Multiplicity ... 1
Kohn-Sham gap ... 9.8 eV
Structure (SMILES) ... N#C/C(O)=C/C=O

Cartesian coordinates (Å):
C 2.1708 0.8060 -0.0133
N 3.2915 1.0281 0.0094
H -1.6775 -0.6419 0.2831
H 1.5794 -1.6749 0.4655
C -1.6767 0.4807 0.0830
H -0.2448 1.9654 -0.1364
O -2.5808 1.2802 -0.0669
O 0.8955 -1.1955 -0.0216
C -0.2730 0.9640 -0.0458
C 0.8041 0.1408 0.0419

The structure with the least stability is 1.

--- 1 ---
Formula: C6H16N2
Source: the OMol25 dataset
Level of theory: wB97M-V/def2-TZVPD

Output
HOMO level ... -8.60 eV
Multiplicity ... 1
Kohn-Sham gap ... 9.5 eV
Structure (SMILES) ... [H]/N=C\CN(C)CC.C

Cartesian coordinates (Å):
H 3.4916 -1.7881 -0.8709
C 0.8182 0.2144 1.3131
N 0.9929 0.3083 -0.1279
H 2.4999 0.1849 -1.5812
C 2.8171 -1.4141 -0.1067
H -4.2589 -1.7577 1.3290
N -1.8159 1.0879 -0.0942
C 2.3445 -0.0321 -0.5262
H 0.9083 1.6224 -1.7057
H -3.4351 -1.9275 -0.2249
H 1.9819 -2.1045 -0.1910
C -0.8855 1.8603 -0.6036
H -5.1715 -1.4536 -0.1558
H -1.3871 0.4228 -0.8128
C 0.5954 1.5765 -0.6552
H -0.1613 0.5734 1.5815
C -4.1982 -1.3774 0.3123
H 3.0600 0.7030 -0.0889
H 0.9066 -0.8269 1.6240
H -3.8521 -0.3571 0.2530
H -1.2256 2.7346 -1.1918
H 1.0999 2.4545 -0.2049
H 1.6129 0.7470 1.8488
H 3.2620 -1.4515 0.8800

--- 2 ---
Formula: C6H16N2
Source: the OMol25 dataset
Level of theory: wB97M-V/def2-TZVPD

Output
HOMO level ... -8.12 eV
Multiplicity ... 1
Kohn-Sham gap ... 9.3 eV
Structure (SMILES) ... CCCN[C@@H](C)CN

Cartesian coordinates (Å):
H -0.2348 0.1148 -3.4702
H -0.0971 -1.7051 -1.1285
H 0.8336 -1.1079 2.4557
C 0.0985 0.1339 0.8798
C 0.1254 -1.6200 -2.1867
H 1.7283 0.3674 2.2425
H -0.7506 -2.0271 -2.6789
H -0.1923 1.7137 2.3212
N 0.6057 0.8568 -0.2713
H 1.4026 -0.0181 -2.8198
C -0.0830 0.8728 -1.5332
N -1.5554 0.1823 2.6996
H -1.5734 0.5915 3.6188
H 0.9780 -2.2346 -2.4699
H -0.5379 -0.6950 0.5442
H -2.4865 -0.0436 2.3909
H -0.0218 1.8829 -1.9605
C 1.2468 -0.4538 1.6975
C -0.7877 1.0049 1.7536
C 0.3427 -0.1392 -2.5856
H 1.6057 0.9411 -0.3280
H -1.4382 1.5672 1.0888
H -1.1596 0.7967 -1.3294
H 1.9509 -0.9819 1.0692

--- 3 ---
Formula: C6H16N2
Source: the OMol25 dataset
Level of theory: wB97M-V/def2-TZVPD

Output
HOMO level ... -8.25 eV
Multiplicity ... 1
Kohn-Sham gap ... 9.4 eV
Structure (SMILES) ... CCNCCCCN

Cartesian coordinates (Å):
N 0.1368 -0.7544 -1.1477
N -1.4410 2.4688 2.7698
C -0.8800 1.2337 0.7094
H 1.5454 -3.4937 -1.9736
H 0.3680 0.1369 2.0802
H -0.8555 1.3634 -0.3713
C 0.9439 -1.3438 -2.2012
C -0.9342 2.5928 1.3825
H -0.8659 -0.7541 -1.2191
H -0.9417 3.0173 3.4540
H 0.0595 3.0546 1.3472
H 0.7239 -0.7943 -3.1111
H 1.2213 1.1258 0.7661
H 1.6340 -1.0820 0.2370
H -1.6569 3.2535 0.8954
C 0.5756 -0.8436 0.2460
H -1.7917 0.6889 0.9522
H 1.9644 -1.0911 -1.9106
H -1.4343 1.5032 3.0683
H -0.0390 -1.6089 0.7317
H -0.1610 -3.1500 -1.9307
C 0.4002 0.4848 1.0492
H 0.6421 -3.1552 -3.4339
C 0.7861 -2.8529 -2.3898

The structure with the least stability is 1.

--- 1 ---
Formula: C6H16N2
Source: the OMol25 dataset
Level of theory: wB97M-V/def2-TZVPD

Output
HOMO level ... -8.17 eV
Multiplicity ... 1
Kohn-Sham gap ... 9.2 eV
Structure (SMILES) ... C[C@H](CN)CN(C)C

Cartesian coordinates (Å):
H 0.6618 -0.8384 -1.8071
H 3.4357 -0.3034 -0.8161
H -3.5126 -0.2677 -0.5826
C -2.4610 -0.5766 -0.5951
H -0.2793 -0.6636 1.8736
C 0.7554 0.1541 -1.3554
H 3.3261 0.8793 0.3010
H 2.0181 -1.7454 0.3444
H 2.0929 -0.6901 1.7495
H -0.4294 -1.6942 0.4860
C -0.4317 -0.6371 0.7856
C -1.8631 1.3626 0.7244
H 0.8686 1.0894 0.5678
H -2.0200 -0.2192 -1.5286
H -1.4101 1.8926 -0.1193
N -1.7757 -0.0834 0.5909
N 3.3308 -0.1325 0.1832
H -2.4654 -1.6723 -0.6146
H -0.0832 0.7690 -1.6906
H 1.6538 0.6297 -1.7615
C 0.8097 0.0673 0.1714
H -2.9113 1.6753 0.7926
H -1.3783 1.6994 1.6473
C 2.0682 -0.6948 0.6533

--- 2 ---
Formula: C6H16N2
Source: the OMol25 dataset
Level of theory: wB97M-V/def2-TZVPD

Output
HOMO level ... -6.21 eV
Multiplicity ... 1
Kohn-Sham gap ... 5.6 eV

Cartesian coordinates (Å):
H 0.5897 -1.0261 -2.2648
C -3.7124 0.1668 0.4996
H -1.7280 1.7296 -0.3465
N 3.9815 0.5035 0.7082
H 2.1025 0.6964 -1.2866
H -2.1951 -0.5651 -1.0297
H -1.4220 1.1280 1.3735
C -1.8432 0.9618 0.4047
C 1.6374 0.5285 -0.2910
H -4.4485 -0.4802 0.0098
H -4.0982 1.1609 0.2733
C 2.6980 -0.1755 0.5751
H 1.5210 1.5476 0.1088
H 4.3781 0.6718 -0.2178
C -2.2892 -0.3281 0.0196
H 2.2855 -0.3569 1.5663
H -3.8022 0.0268 1.5761
H 2.8809 -1.1744 0.1822
H 1.2135 -1.9973 -0.9632
H -0.5178 -1.8537 -1.1378
C 0.4108 -1.2845 -1.2039
H 3.8582 1.4041 1.1419
H -1.8831 -1.1276 0.6315
N 0.3825 -0.1564 -0.3291

--- 3 ---
Formula: C6H16N2
Source: the OMol25 dataset
Level of theory: wB97M-V/def2-TZVPD

Output
HOMO level ... -8.60 eV
Multiplicity ... 1
Kohn-Sham gap ... 9.7 eV
Structure (SMILES) ... CCNCCNCC

Cartesian coordinates (Å):
C -0.5645 1.6720 3.8879
H -1.4823 2.2156 3.6671
H 0.6833 0.0818 3.2287
C -0.0116 0.3189 -0.7960
C 0.9199 -0.6699 -2.8324
H -0.1719 -1.6731 -4.4655
H -0.7108 -1.2887 -1.8058
N 0.1953 -0.8880 -1.5932
C -0.4349 -0.1010 0.6267
H 1.9778 -0.5678 -2.5497
H -0.8053 0.9879 -1.1820
H -1.4861 -0.4231 0.6536
H 1.6396 -2.0876 -4.2996
H 0.9052 0.9064 -0.8092
C 0.6922 -1.8065 -3.8187
N -0.2019 0.9991 1.5560
H 0.1926 -0.9619 0.8598
H -0.9260 1.7003 1.4759
H 0.6953 0.3127 -3.2905
H 0.5493 -2.7743 -3.3305
H -1.0249 -0.2880 2.9572
H 0.2482 2.4022 3.9425
C -0.2793 0.5252 2.9630
H -0.5994 1.4078 4.9547

The structure with the least stability is 2.

--- 1 ---
Formula: C6H16N2
Source: the OMol25 dataset
Level of theory: wB97M-V/def2-TZVPD

Output
HOMO level ... -8.55 eV
Multiplicity ... 1
Kohn-Sham gap ... 9.6 eV
Structure (SMILES) ... CNCCC[C@H](C)N

Cartesian coordinates (Å):
H -0.1252 1.8855 -0.8159
H 1.1624 -0.3329 -3.9777
H 0.6624 0.2983 3.3148
H -0.4356 -0.4178 -2.3401
H -2.5072 -1.4242 1.0195
C 0.1885 -0.1220 -1.4053
H 2.2129 0.3098 -1.4063
H -2.7638 0.0904 1.9446
H 2.0160 0.9816 -4.0168
C 1.8538 0.1629 -3.3114
H 0.0337 -1.1493 3.8962
C -0.1550 0.7703 0.9913
H 0.4365 -1.1374 -0.9673
N -0.0912 -0.4141 3.2577
C -2.1256 -0.7008 1.7605
C -0.5756 -0.4625 1.8881
H 0.9484 0.7757 0.8819
H -2.3036 -1.3233 2.7162
C -0.5372 0.8335 -0.5132
H -1.5758 0.9564 -0.7682
N 1.4378 0.4879 -1.9173
H 2.8649 -0.3742 -3.2647
H -0.5592 1.7286 1.4724
H -0.0622 -1.4223 1.5610

--- 2 ---
Formula: C6H16N2
Source: the OMol25 dataset
Level of theory: wB97M-V/def2-TZVPD

Output
HOMO level ... -8.66 eV
Multiplicity ... 1
Kohn-Sham gap ... 9.7 eV
Structure (SMILES) ... CN(C)CCCCN

Cartesian coordinates (Å):
C 0.5415 -0.0371 1.2589
H -2.4548 0.4132 -0.1875
H -0.0513 -0.9523 -0.7086
H 0.2094 1.0049 1.2487
H -1.4195 -1.5271 0.3992
H -1.9643 0.8342 1.5018
H 1.5803 -1.3008 -0.0950
C 0.5808 1.7613 -1.2154
H -2.5638 -1.6151 1.6370
H -0.2552 1.4514 -1.7589
H 0.6558 -0.6966 -2.7215
H 0.1038 2.0865 -0.3793
C -0.5110 -0.8874 2.1370
C 0.7701 -0.5359 -0.1229
H -0.7236 -0.5271 3.1128
C 1.4681 -0.0301 -2.4326
H 2.4096 -0.5726 -2.3881
H -0.0624 -1.7847 2.3985
N 1.3985 0.5169 -0.9999
H 1.3957 0.0875 1.9035
C -1.6885 -1.0436 1.3129
H 1.3875 2.3891 -1.6060
H 1.5768 0.7882 -3.1563
N -2.3835 0.1772 0.8615

The structure with the least stability is 2.

--- 1 ---
Formula: C6H5NO3
Source: the OMol25 dataset
Level of theory: wB97M-V/def2-TZVPD

Output
HOMO level ... -10.20 eV
Multiplicity ... 1
Kohn-Sham gap ... 8.7 eV

Cartesian coordinates (Å):
C 1.7549 0.9919 0.3254
H -4.1455 0.1709 -0.3990
O 2.1509 2.1340 0.3707
C 0.3516 0.6599 0.3802
C -2.2990 0.3590 0.6512
N 3.2121 -0.9212 1.2644
C 2.7435 -0.1132 0.5034
O -2.7741 0.2981 1.7635
C -0.8428 0.4880 0.5063
O 3.0498 -1.5459 -1.0442
H 2.1349 -1.4807 -1.3540
H -2.7178 -0.5519 -1.2318
C -3.0799 0.2888 -0.6216
H 3.3724 -1.9862 0.0871
H -2.9111 1.2085 -1.2017

--- 2 ---
Formula: C6H5NO3
Source: the OMol25 dataset
Level of theory: wB97M-V/def2-TZVPD

Output
HOMO level ... -8.85 eV
Multiplicity ... 1
Kohn-Sham gap ... 8.6 eV
Structure (SMILES) ... O=C(O)c1cccc(=O)[nH]1

Cartesian coordinates (Å):
H 0.3128 -2.9952 1.5483
H -1.5220 -2.9395 -0.0540
O 0.5771 2.5079 -0.9367
C -0.9272 -1.9988 0.1232
O -1.3211 1.6756 -1.8503
H 0.3370 3.2358 -1.4309
C -0.4046 1.5592 -1.0494
C -1.2326 -0.7903 -0.5647
O 1.9217 -1.0373 2.0008
H -2.1606 -0.6558 -1.1988
C 0.0245 -2.0642 1.0120
H 1.1390 1.0834 0.6707
C 0.9571 -0.9733 1.2766
N 0.6039 0.1884 0.5700
C -0.3763 0.2311 -0.3369

The structure with the least stability is 1.

--- 1 ---
Formula: C9H20O
Source: the OMol25 dataset
Level of theory: wB97M-V/def2-TZVPD

Output
HOMO level ... -9.18 eV
Multiplicity ... 1
Kohn-Sham gap ... 10.0 eV
Structure (SMILES) ... C[C@@H](O)C(C)(C)C(C)(C)C

Cartesian coordinates (Å):
C 0.5519 -0.2207 -1.7172
H -0.0842 -2.0854 1.1165
C -1.3119 1.6557 -0.4610
H -0.5868 2.3774 -0.0962
H 2.9984 -1.1593 0.3457
C 0.2209 -0.3935 -0.2340
H 3.5897 0.3985 0.9221
C -2.3236 -0.7039 -0.4126
H 1.2832 0.0138 1.7228
H -0.6640 1.2002 2.0821
H 1.6986 2.0954 -0.0971
H -2.1467 -1.1512 -1.3869
H -2.2938 2.0222 -0.1640
C 0.2575 -1.8839 0.1053
H -3.2149 -0.0899 -0.5213
C -1.0866 0.2807 0.1679
H 1.4052 -0.8411 -1.9841
C -1.2897 0.4091 1.6765
C 1.4575 0.3452 0.6967
H -1.0693 -0.5181 2.1991
C 2.8590 -0.0853 0.2714
H -0.2822 -0.5457 -2.3353
H -2.5328 -1.4906 0.3060
H -1.2848 1.6254 -1.5463
H -2.3272 0.6709 1.8788
H 0.7729 0.8139 -1.9683
H 1.2701 -2.2703 0.0131
O 1.4178 1.7548 0.7601
H 3.0748 0.2244 -0.7508
H -0.3589 -2.4485 -0.5890

--- 2 ---
Formula: C9H20O
Source: the OMol25 dataset
Level of theory: wB97M-V/def2-TZVPD

Output
HOMO level ... -9.96 eV
Multiplicity ... 1
Kohn-Sham gap ... 11.0 eV
Structure (SMILES) ... C1CCCCC1.CCOC

Cartesian coordinates (Å):
H 1.3185 3.0947 1.6127
H 0.3349 2.6518 0.1871
H 1.2525 -2.6983 -1.5247
C -0.8540 0.0733 -1.3831
H 2.9755 0.2211 0.2411
C 0.6458 2.3203 1.1964
H -2.6037 -1.1641 -1.1184
H -0.2409 1.7948 3.0948
O 1.3416 1.0877 1.0993
H 3.1961 1.9447 0.6768
H -0.6271 -1.5994 -2.7299
C -0.5585 2.1197 2.0897
C -1.2726 -1.4909 0.5502
H 0.0739 -3.1978 0.6385
H -1.3355 0.7139 -2.1468
H -0.2050 0.7201 -0.7618
H 0.7923 -0.5136 -2.6792
H -2.5141 0.2144 0.0163
H -1.0566 -3.2040 -0.7465
H -1.1235 3.0620 2.1868
H -1.2266 1.3510 1.6662
C 0.6541 -1.9151 -1.0206
C -1.9158 -0.5688 -0.4878
H -2.0539 -1.9703 1.1708
H -0.6345 -0.8845 1.2215
C -0.4076 -2.5572 -0.1252
C 2.4812 1.2065 0.2761
C 0.0110 -0.9930 -2.0585
H 2.2104 1.5009 -0.7518
H 1.3421 -1.3198 -0.3899

The structure with the least stability is 1.